No. 1
Molecular formula: C33H38NO2
Method: DFT, ωB97M-V/def2-TZVPD

Summary:
- charge = +1
- molar mass (g/mol) = 480.67
- DFT total energy (eV) = -40412.5527
- structure (SMILES) = COc1ccc(C(=C[C@@H](c2ccccc2)[C@H]2CCCCC2=[N+]2CCCC2)c2ccc(OC)cc2)cc1

Geometry (Å):
1 C -1.24 4.84 0.39
2 C -2.52 4.55 -0.45
3 C -3.13 3.20 -0.10
4 C -2.11 2.07 0.23
5 N -2.75 1.04 0.65
6 C -4.17 0.81 0.62
7 C -4.37 -0.67 0.96
8 C -2.97 -1.28 1.17
9 C -1.96 -0.15 0.96
10 C -0.52 2.15 0.72
11 C -0.24 3.72 0.34
12 H -0.77 5.78 0.07
13 H -1.56 4.97 1.42
14 H -3.27 5.34 -0.22
15 H -2.28 4.58 -1.54
16 H -3.74 3.36 0.81
17 H -3.83 2.86 -0.93
18 H -4.70 1.46 1.33
19 H -4.56 1.04 -0.38
20 H -4.96 -0.76 1.86
21 H -4.87 -1.16 0.13
22 H -2.81 -1.66 2.20
23 H -2.72 -2.09 0.46
24 H -1.30 -0.36 0.09
25 H -1.28 -0.02 1.83
26 H -0.68 2.03 1.83
27 H 0.38 3.84 -0.60
28 H 0.46 3.90 1.15
29 C -0.92 -4.46 -5.82
30 O -1.36 -3.19 -5.33
31 C -0.83 -2.75 -4.16
32 C -1.15 -1.42 -3.78
33 C -0.59 -0.88 -2.65
34 C 0.26 -1.60 -1.78
35 C 0.78 -0.90 -0.57
36 C 0.80 0.49 -0.56
37 C 0.68 1.39 0.66
38 C 2.11 2.24 0.76
39 C 2.63 2.67 2.01
40 C 3.53 3.76 2.11
41 C 4.00 4.39 0.92
42 C 3.51 3.94 -0.33
43 C 2.62 2.86 -0.38
44 C 1.22 -1.79 0.56
45 C 0.54 -3.00 0.89
46 C 0.98 -3.86 1.86
47 C 2.20 -3.65 2.51
48 O 2.65 -4.64 3.33
49 C 4.00 -4.60 3.82
50 C 2.89 -2.44 2.25
51 C 2.40 -1.54 1.30
52 C 0.56 -2.95 -2.16
53 C 0.03 -3.52 -3.32
54 H -1.45 -4.57 -6.77
55 H 0.16 -4.48 -5.99
56 H -1.21 -5.27 -5.14
57 H -1.82 -0.82 -4.40
58 H -0.87 0.14 -2.36
59 H 0.51 1.04 -1.44
60 H 0.91 0.66 1.57
61 H 2.42 2.08 2.89
62 H 3.95 4.04 3.09
63 H 4.76 5.21 1.00
64 H 3.93 4.42 -1.26
65 H 2.36 2.47 -1.36
66 H -0.36 -3.25 0.31
67 H 0.38 -4.75 2.12
68 H 4.12 -5.49 4.43
69 H 4.73 -4.62 3.00
70 H 4.17 -3.70 4.43
71 H 3.79 -2.23 2.83
72 H 3.00 -0.64 1.11
73 H 1.20 -3.60 -1.55
74 H 0.25 -4.57 -3.61

---

No. 2
Molecular formula: C33H39BBiF3N3O3
Method: DFT, ωB97M-V/def2-TZVPD

Summary:
- charge = +1
- molar mass (g/mol) = 802.48
- DFT total energy (eV) = -60132.9760

Geometry (Å):
1 Bi 0.13 0.36 -0.21
2 O 2.42 -4.29 -5.14
3 C 2.99 -4.32 -3.85
4 C 2.32 -3.28 -2.99
5 C 2.84 -2.91 -1.76
6 C 2.20 -1.95 -1.02
7 N 1.09 -1.32 -1.43
8 C 0.54 -1.69 -2.63
9 C 1.15 -2.67 -3.40
10 C -0.72 -1.07 -3.05
11 C -1.25 -1.17 -4.33
12 C -2.49 -0.62 -4.60
13 C -3.11 -0.71 -5.98
14 O -4.51 -0.90 -5.94
15 C -3.17 0.04 -3.58
16 C -2.56 0.15 -2.35
17 N -1.37 -0.39 -2.09
18 H 2.86 -4.92 -5.71
19 H 4.06 -4.11 -3.88
20 H 2.85 -5.30 -3.38
21 H 3.75 -3.36 -1.37
22 H 2.58 -1.65 -0.05
23 H 0.72 -2.97 -4.34
24 H -0.70 -1.68 -5.12
25 H -2.61 -1.48 -6.57
26 H -2.96 0.25 -6.48
27 H -4.71 -1.81 -5.68
28 H -4.15 0.45 -3.76
29 H -3.02 0.68 -1.52
30 C 2.32 -1.89 3.21
31 C 2.65 -0.42 2.94
32 C 3.25 0.23 4.19
33 C 3.58 -0.30 1.76
34 C 4.80 -0.97 1.77
35 C 5.68 -0.86 0.71
36 C 5.37 -0.05 -0.37
37 C 4.17 0.65 -0.42
38 C 3.89 1.60 -1.57
39 C 3.93 0.90 -2.93
40 C 4.90 2.76 -1.56
41 C 3.27 0.52 0.65
42 N 2.04 1.23 0.61
43 C 2.09 2.54 1.07
44 C 3.28 3.12 1.57
45 C 3.34 4.42 2.02
46 C 2.22 5.24 2.00
47 C 1.03 4.71 1.54
48 C 0.99 3.40 1.11
49 F -0.25 2.94 0.71
50 H 1.47 -1.98 3.89
51 H 3.17 -2.41 3.66
52 H 2.07 -2.39 2.27
53 H 1.72 0.10 2.71
54 H 4.20 -0.24 4.46
55 H 2.57 0.13 5.04
56 H 3.42 1.29 4.02
57 H 5.06 -1.59 2.62
58 H 6.63 -1.37 0.75
59 H 6.09 0.05 -1.18
60 H 2.89 2.02 -1.43
61 H 4.91 0.45 -3.12
62 H 3.74 1.62 -3.73
63 H 3.18 0.11 -3.01
64 H 5.92 2.38 -1.69
65 H 4.86 3.30 -0.61
66 H 4.68 3.46 -2.37
67 H 4.17 2.51 1.59
68 H 4.29 4.81 2.39
69 H 2.27 6.26 2.35
70 H 0.12 5.29 1.51
71 C 0.09 -4.42 2.74
72 C -0.39 -3.52 1.68
73 C -0.46 -3.97 0.28
74 O -0.70 -2.35 2.03
75 H 0.03 -5.46 2.41
76 H -0.50 -4.28 3.65
77 H 1.13 -4.20 3.00
78 H -1.24 -4.73 0.18
79 H 0.49 -4.43 0.00
80 H -0.69 -3.14 -0.40
81 F -1.87 -0.37 2.18
82 B -1.40 -1.31 1.34
83 F -2.26 -1.71 0.37

---

No. 3
Molecular formula: C33H39BBr4N6O6PbS3Se
Method: DFT, ωB97M-V/def2-TZVPD

Summary:
- charge = -2
- molar mass (g/mol) = 1328.50
- DFT total energy (eV) = -440029.2255

Geometry (Å):
1 Pb -2.32 -3.23 2.34
2 C -3.37 1.47 3.93
3 C -2.02 1.53 3.29
4 C -0.92 2.15 3.82
5 C 0.33 2.18 3.14
6 N 0.49 1.65 1.95
7 N -0.58 1.03 1.47
8 B -0.81 0.12 0.20
9 N -1.01 0.94 -1.08
10 N -0.36 2.11 -1.07
11 C -0.39 2.83 -2.14
12 C -1.10 2.41 -3.30
13 C -1.75 1.23 -3.31
14 C -2.49 0.72 -4.50
15 C -1.68 0.39 -2.13
16 S -2.35 -1.13 -2.04
17 C 0.39 4.13 -2.12
18 C 1.47 4.09 -3.21
19 C 1.06 4.33 -0.76
20 C -0.56 5.31 -2.38
21 N 0.32 -0.91 -0.01
22 N 0.84 -0.84 -1.26
23 C 1.81 -1.62 -1.59
24 C 2.35 -2.57 -0.67
25 C 1.81 -2.68 0.56
26 C 2.21 -3.75 1.51
27 C 0.78 -1.74 0.96
28 S 0.23 -1.65 2.54
29 C 2.35 -1.42 -3.00
30 C 3.33 -0.24 -2.98
31 C 1.20 -1.11 -3.95
32 C 3.07 -2.68 -3.50
33 C -1.75 0.89 2.07
34 S -2.58 -0.20 1.02
35 C 1.54 2.84 3.77
36 C 2.78 2.65 2.91
37 C 1.79 2.22 5.15
38 C 1.25 4.34 3.93
39 H -3.49 2.27 4.64
40 H -3.46 0.51 4.43
41 H -4.15 1.53 3.17
42 H -1.00 2.63 4.79
43 H -1.12 3.04 -4.18
44 H -2.54 1.48 -5.28
45 H -3.49 0.40 -4.21
46 H -2.00 -0.17 -4.89
47 H 2.15 3.26 -3.04
48 H 2.04 5.02 -3.20
49 H 1.03 3.97 -4.20
50 H 1.74 3.50 -0.53
51 H 0.33 4.37 0.04
52 H 1.63 5.26 -0.77
53 H -1.07 5.21 -3.34
54 H 0.00 6.24 -2.39
55 H -1.32 5.37 -1.60
56 H 3.12 -3.25 -0.98
57 H 3.02 -4.35 1.09
58 H 1.34 -4.39 1.67
59 H 2.50 -3.35 2.48
60 H 2.82 0.66 -2.64
61 H 3.73 -0.06 -3.98
62 H 4.17 -0.44 -2.31
63 H 0.68 -0.20 -3.66
64 H 0.46 -1.92 -3.95
65 H 1.58 -0.99 -4.97
66 H 3.98 -2.88 -2.93
67 H 3.36 -2.54 -4.54
68 H 2.42 -3.55 -3.44
69 H 2.99 1.59 2.76
70 H 3.63 3.12 3.40
71 H 2.65 3.09 1.92
72 H 1.91 1.14 5.07
73 H 0.97 2.40 5.84
74 H 2.69 2.64 5.59
75 H 1.06 4.80 2.96
76 H 2.10 4.85 4.38
77 H 0.38 4.52 4.56
78 Br -0.92 -7.17 -3.75
79 C -1.80 -6.39 -2.26
80 C -3.17 -6.41 -2.16
81 Br -4.23 -7.21 -3.50
82 C -3.78 -5.83 -1.03
83 Br -5.66 -5.87 -0.79
84 C -3.05 -5.19 -0.03
85 O -3.60 -4.70 1.03
86 C -1.61 -5.10 -0.17
87 O -0.94 -4.45 0.72
88 C -1.04 -5.75 -1.26
89 Br 0.86 -5.80 -1.32
90 O -1.96 -2.38 6.95
91 Se -2.65 -2.12 5.50
92 O -1.82 -1.05 4.56
93 O -2.65 -3.56 4.61
94 O -4.20 -1.61 5.60

---

Going through the records in order, we get frontier orbital gap values of 6.78; 5.12; 5.29 eV.
Going through the records in order, we get LUMO level values of -3.3; -3.9; 3.3 eV.
Going through the records in order, we get ΔE to the lowest compared entry with this formula, charge and spin values of 268.2; 126.8; 0.0 kJ/mol.